The following is a quantum chemistry calculation of one molecule with the formula C4H4O2 in a non-equilibrium geometry, from OMol25.

```
10
C4H4O2 wB97M-V/def2-TZVPD
C -1.78061 -0.04173 -0.14744
C 1.20279 0.33988 0.95931
C 0.99186 -0.15483 -0.31926
C -0.27999 -0.41981 -0.87774
O -2.17484 -0.65536 0.76813
O -1.92068 1.10579 -0.62471
H 2.22507 0.32378 1.37370
H 0.38493 0.35056 1.61791
H 1.82815 -0.66494 -0.76952
H -0.47670 -0.18333 -1.98037
```

Values from the calculation:
LUMO (alpha / beta): -2.20 / -2.43 eV
HOMO energy (alpha / beta): -9.80 / -9.60 eV
Gap between HOMO and LUMO (alpha / beta): 7.601 / 7.167 eV

***

The following is a quantum chemistry calculation of one molecule with the formula C4H4O2, from OMol25.

```
10
C4H4O2 wB97M-V/def2-TZVPD
O -2.56087 0.67104 0.32842
C -2.10716 -0.39029 0.02056
O -0.76773 -0.69654 -0.00751
C 0.06756 0.33147 0.24751
C 1.40834 0.29113 0.03756
C 2.08723 -0.88172 -0.40867
H -2.68560 -1.26212 -0.30275
H 1.88299 1.25889 0.19998
H -0.43621 1.23482 0.57994
H 3.11145 -0.55667 -0.69504
```

Values from the calculation:
LUMO (alpha / beta): -1.10 / -1.09 eV
HOMO energy (alpha / beta): -8.50 / -8.40 eV
Gap between HOMO and LUMO (alpha / beta): 7.402 / 7.311 eV

***

The following is a quantum chemistry calculation of one molecule with the formula C4H4O2 in a non-equilibrium geometry, from OMol25.

```
10
C4H4O2 wB97M-V/def2-TZVPD
C -0.33764 -0.30129 0.02925
C 0.76408 0.77207 0.40232
C 0.43325 -0.91338 -0.92161
O -1.16552 -1.02545 0.82956
C -0.36688 1.38570 0.08915
O -1.21982 2.23131 0.11551
H -1.38505 -0.58295 1.65884
H 1.83702 0.78391 0.41886
H 0.74079 -0.38903 -1.80998
H 0.69976 -1.96089 -0.81190
```

Values from the calculation:
LUMO (alpha / beta): -0.11 / -0.11 eV
HOMO energy (alpha / beta): -9.04 / -9.04 eV
Gap between HOMO and LUMO (alpha / beta): 8.921 / 8.922 eV

***

The following is a quantum chemistry calculation of one molecule with the formula C4H4O2, from OMol25.

```
10
C4H4O2 wB97M-V/def2-TZVPD
C 2.53575 -0.57264 0.10486
C 1.44863 -0.08146 -0.04646
C 0.13335 0.53365 -0.21048
O -0.86664 -0.49922 -0.24458
C -1.98424 -0.25740 0.45345
O -2.23679 0.74584 1.06689
H 3.50008 -1.01129 0.24321
H 0.07577 1.09218 -1.15032
H -0.08779 1.21811 0.61256
H -2.64427 -1.13260 0.38002
```

Values from the calculation:
LUMO: 0.90 eV
HOMO energy: -10.44 eV
SMILES: C#CCOC=O
Gap between HOMO and LUMO: 11.336 eV

***

For each record above, in turn, the calculated E values are -305.1485 -305.1363 -305.1397 -305.2238 Eh.